1.
The following is a DFT calculation (ωB97M-V with the def2-TZVPD basis set) of a cluster of 2 separate species, C5H14N2O in total at a distorted geometry.

Output
- Total charge: +2
- Energy relative to the best compared isomer or geometry (same formula, charge and spin): 140.39 kJ/mol
- E_HOMO: -17.98 eV
- LUMO energy: -8.0 eV
- Electronic energy: -10421.566 eV

Geometry (Å):
C 0.51 -0.90 1.19
C -0.34 -0.90 -0.15
C -0.92 0.45 -0.36
C -2.10 1.01 0.03
N -2.36 2.35 -0.50
C -3.32 2.62 -1.33
N 1.72 -1.76 1.02
H 0.92 0.07 1.46
H -0.13 -1.14 1.95
H 0.22 -1.12 -1.02
H -1.12 -1.67 -0.25
H -0.21 0.92 -1.12
H -2.97 0.62 0.64
H -1.75 3.19 -0.20
H -3.42 3.69 -1.67
H -3.89 1.92 -1.92
H 2.22 -1.34 0.16
H 2.44 -1.67 1.77
H 1.45 -2.76 0.91
H 4.43 -0.34 -0.11
H 4.62 -1.94 -0.48
O 4.00 -1.30 -0.01

***

2.
The following is a DFT calculation (ωB97M-V with the def2-TZVPD basis set) of a cluster of 2 separate species, C4H8NO2 in total at a distorted geometry.

Output
- Total charge: +1
- Energy relative to the best compared isomer or geometry (same formula, charge and spin): 143.65 kJ/mol
- E_HOMO: -16.64 eV
- LUMO energy: -3.3 eV
- Electronic energy: -9854.842 eV

Geometry (Å):
C -3.30 0.12 -0.76
C 1.46 -1.07 0.30
C 0.67 1.29 0.70
C 0.62 -0.68 -0.89
N 0.42 -0.11 0.48
O -4.29 0.01 -1.28
O -2.32 0.24 -0.19
H 2.57 -0.91 0.26
H 1.87 1.40 0.77
H 0.32 1.91 -0.18
H 0.10 1.54 1.60
H 1.29 -2.00 0.96
H -0.11 -1.30 -1.27
H 1.02 -0.05 -1.61
H -0.31 -0.41 1.11

***

3.
The following is a DFT calculation (ωB97M-V with the def2-TZVPD basis set) of a structure of composition C4H16AgO8P at a distorted geometry.

Output
- Total charge: -1
- Energy relative to the best compared isomer or geometry (same formula, charge and spin): 55.98 kJ/mol
- E_HOMO (spin up / spin down): -3.12 / -2.70 eV
- LUMO energy (spin up / spin down): 2.3 / 2.2 eV
- Spin multiplicity: 2
- Electronic energy: -34074.989 eV

Geometry (Å):
Ag -0.12 0.61 0.00
P 0.36 3.31 -0.51
O 1.81 3.83 -0.71
O 0.19 2.08 -1.48
O -0.64 4.25 -1.19
O 0.06 2.66 0.85
C -3.29 -0.48 -0.96
O -2.40 0.53 -0.54
H -3.31 -0.58 -2.05
H -2.95 -1.42 -0.53
H -4.32 -0.32 -0.63
H -2.77 1.40 -0.78
C 3.07 -0.79 0.57
O 2.28 0.34 0.30
H 2.68 -1.33 1.45
H 3.13 -1.51 -0.25
H 4.08 -0.47 0.85
H 2.84 1.07 0.00
C 0.15 -0.16 3.02
O -0.72 -0.54 1.94
H 0.96 0.41 2.57
H -0.38 0.51 3.70
H 0.49 -1.00 3.62
H -1.39 -1.14 2.26
C -0.02 -1.81 -2.27
O 0.11 -1.52 -0.88
H 0.18 -0.90 -2.83
H 0.67 -2.60 -2.56
H -1.05 -2.09 -2.53
H 0.29 -2.36 -0.44

***

4.
The following is a DFT calculation (ωB97M-V with the def2-TZVPD basis set) of a structure of composition C24H42B2F2MoN6OS3 at a distorted geometry.

Output
- E_HOMO (spin up / spin down): -7.13 / -7.12 eV
- LUMO energy (spin up / spin down): -0.7 / -0.1 eV
- Spin multiplicity: 3
- Electronic energy: -77704.672 eV

Geometry (Å):
Mo 0.59 -0.17 1.00
C 1.83 -4.03 -0.07
C 1.10 -4.27 -1.41
C 2.06 -3.99 -2.59
C 0.72 -5.77 -1.47
N -0.11 -3.39 -1.51
C -1.39 -3.83 -1.61
C -2.24 -2.74 -1.65
N -1.51 -1.62 -1.58
B -2.16 -0.20 -1.57
N -2.82 0.13 -0.20
C -3.76 1.08 -0.06
C -4.13 1.16 1.26
N -3.42 0.26 1.98
C -2.62 -0.36 1.06
S -1.63 -1.37 1.36
C -3.58 0.12 3.47
C -2.69 -0.95 4.12
C -5.05 -0.24 3.78
C -3.24 1.47 4.13
N -1.14 0.91 -2.00
C -0.76 1.08 -3.28
C 0.15 2.10 -3.34
N 0.37 2.59 -2.09
C -0.45 1.84 -1.29
S -0.52 1.96 0.14
C 1.31 3.70 -1.74
C 2.03 4.25 -2.99
C 0.55 4.87 -1.08
C 2.41 3.18 -0.78
C -0.21 -2.03 -1.50
S 0.90 -1.13 -1.34
H 2.71 -4.71 0.02
H 2.21 -3.00 0.03
H 1.14 -4.24 0.78
H 2.95 -4.66 -2.55
H 1.54 -4.17 -3.56
H 2.44 -2.95 -2.59
H 1.63 -6.41 -1.40
H 0.05 -6.04 -0.62
H 0.21 -6.01 -2.43
H -1.72 -4.86 -1.65
H -3.32 -2.78 -1.72
H -3.03 -0.21 -2.39
H -4.15 1.69 -0.87
H -4.86 1.84 1.66
H -2.91 -1.96 3.71
H -1.61 -0.72 3.98
H -2.87 -1.00 5.21
H -5.31 -1.21 3.31
H -5.21 -0.33 4.88
H -5.75 0.53 3.40
H -2.18 1.75 3.92
H -3.89 2.29 3.76
H -3.36 1.42 5.24
H -1.11 0.49 -4.12
H 0.63 2.45 -4.25
H 1.29 4.67 -3.72
H 2.73 5.07 -2.72
H 2.62 3.46 -3.49
H -0.23 5.24 -1.78
H 0.06 4.57 -0.14
H 1.24 5.70 -0.84
H 2.96 2.34 -1.25
H 3.14 3.98 -0.54
H 2.00 2.82 0.18
C 3.77 2.47 1.49
C 3.66 1.04 0.93
C 4.31 0.99 -0.46
O 2.38 0.75 0.79
H 4.82 2.77 1.57
H 3.33 2.54 2.49
H 3.27 3.21 0.85
H 4.30 0.42 1.58
H 3.83 1.67 -1.18
H 4.27 -0.02 -0.89
H 5.36 1.27 -0.41
F 3.08 -2.07 1.86
B 1.64 -2.02 1.82
F 0.86 -3.14 2.30
H 0.45 0.49 2.68

***

5.
The following is a DFT calculation (ωB97M-V with the def2-TZVPD basis set) of a structure of composition C15H33B4BeCl4CsFNNaO14P at a distorted geometry.

Output
- E_HOMO: -4.75 eV
- LUMO energy: -1.7 eV
- Electronic energy: -116407.483 eV

Geometry (Å):
C 0.24 -2.46 3.82
C 0.24 -3.48 2.67
B -0.52 -2.86 1.47
O -0.20 -1.59 0.97
B -1.34 -0.80 0.92
C -1.51 0.58 1.64
C -0.26 1.37 1.77
O 0.67 1.38 1.09
F -0.28 2.16 2.90
O -2.43 -1.36 0.26
B -2.70 -2.61 0.80
O -3.95 -2.96 1.23
B -4.53 -2.31 2.31
O -5.11 -1.07 2.12
O -4.53 -2.95 3.52
O -1.63 -3.49 0.88
H 0.73 -1.53 3.51
H 0.71 -2.85 4.73
H -0.79 -2.17 4.05
H 1.26 -3.77 2.41
H -0.31 -4.37 3.00
H -1.87 0.36 2.65
H -2.29 1.18 1.18
H -4.79 -0.40 2.74
H -5.06 -2.47 4.17
Be -1.91 3.06 4.40
C -7.15 -3.22 -1.27
Cl -7.78 -3.81 0.27
Cl -5.70 -2.28 -1.03
Cl -6.86 -4.58 -2.35
Cl -8.35 -2.11 -2.00
C 5.58 1.59 1.36
C 5.74 1.38 -0.16
C 4.43 0.81 -0.72
C 3.29 1.84 -0.79
C 3.82 3.28 -0.99
C 5.23 3.37 -1.59
N 6.13 2.64 -0.73
O 7.48 2.68 -1.15
C 5.64 4.85 -1.55
C 5.22 2.92 -3.06
C 6.79 0.33 -0.35
H 6.52 1.97 1.78
H 5.31 0.66 1.88
H 4.80 2.33 1.56
H 4.61 0.42 -1.72
H 4.12 -0.05 -0.12
H 2.63 1.56 -1.62
H 2.67 1.79 0.10
H 3.11 3.84 -1.60
H 3.83 3.79 -0.02
H 5.71 5.18 -0.51
H 4.89 5.46 -2.06
H 6.60 5.00 -2.04
H 4.53 3.54 -3.64
H 4.91 1.88 -3.18
H 6.21 3.04 -3.49
H 6.49 -0.61 0.14
H 7.74 0.58 0.05
H 6.95 0.10 -1.41
O -8.20 1.00 -0.36
H -8.37 0.08 -0.59
H -7.55 1.30 -1.01
C -5.11 -4.74 -5.88
O -6.05 -5.67 -5.35
H -4.41 -4.50 -5.09
H -4.56 -5.17 -6.72
H -5.60 -3.82 -6.21
H -6.67 -5.89 -6.05
O -2.08 2.06 1.41
P -3.59 1.97 1.58
O -4.21 3.37 1.71
O -3.98 1.14 2.80
O -4.17 1.29 0.34
Cs 9.04 -0.12 -0.36
Na -7.51 2.98 0.54

***

6.
The following is a DFT calculation (ωB97M-V with the def2-TZVPD basis set) of an isolated molecule of C22H27N3O3.

Output
- Energy relative to the best compared isomer or geometry (same formula, charge and spin): 271.20 kJ/mol
- E_HOMO: -9.30 eV
- LUMO energy: 0.7 eV
- Electronic energy: -33865.440 eV

Geometry (Å):
O 0.17 0.52 -1.48
C 0.94 0.21 -0.59
N 2.22 0.62 -0.55
H 2.81 0.34 0.22
C 2.83 1.47 -1.56
C 3.95 0.69 -2.26
C 4.42 1.31 -3.57
C 4.86 2.77 -3.47
C 3.68 3.74 -3.29
C 3.27 3.99 -1.83
H 3.92 4.76 -1.41
C 3.34 2.77 -0.92
H 2.73 2.98 -0.03
H 4.36 2.61 -0.57
H 2.26 4.39 -1.83
H 2.83 3.34 -3.84
H 3.93 4.70 -3.73
H 5.58 2.90 -2.66
H 5.37 3.03 -4.40
H 3.61 1.24 -4.30
H 5.25 0.72 -3.94
H 3.59 -0.32 -2.46
H 4.80 0.61 -1.57
H 2.02 1.69 -2.27
C 0.56 -0.72 0.55
C -0.95 -0.84 0.74
C -1.51 -0.60 2.13
O -1.31 0.34 2.86
N -2.32 -1.65 2.42
C -3.11 -1.73 3.63
C -4.57 -1.55 3.33
C -5.49 -2.57 3.50
N -6.78 -2.45 3.21
C -7.21 -1.30 2.74
C -6.38 -0.21 2.53
C -5.04 -0.34 2.83
H -4.35 0.48 2.68
H -6.78 0.72 2.14
H -8.27 -1.25 2.52
H -5.19 -3.54 3.89
H -2.75 -0.93 4.28
H -2.93 -2.70 4.12
C -2.37 -2.70 1.42
C -1.17 -2.37 0.56
C -1.01 -2.65 -0.91
C 0.29 -2.52 -1.13
H 0.84 -2.56 -2.05
C 0.90 -2.22 0.22
H 1.94 -2.50 0.37
O 0.04 -2.90 1.10
H -1.82 -2.81 -1.60
H -2.27 -3.68 1.89
H -3.31 -2.66 0.85
H -1.49 -0.24 0.01
H 1.06 -0.43 1.48

***

7.
The following is a DFT calculation (ωB97M-V with the def2-TZVPD basis set) of an isolated molecule of C17H28N2O4S2 at a distorted geometry.

Output
- Energy relative to the best compared isomer or geometry (same formula, charge and spin): 36.89 kJ/mol
- E_HOMO: -9.03 eV
- LUMO energy: 0.2 eV
- Electronic energy: -50923.940 eV

Geometry (Å):
C -5.31 -0.51 -0.66
H -6.11 -1.17 -1.00
H -5.15 0.25 -1.43
H -5.64 -0.01 0.25
C -4.04 -1.31 -0.40
C -4.29 -2.35 0.69
H -3.38 -2.87 0.96
H -5.02 -3.08 0.35
H -4.68 -1.86 1.58
C -3.58 -1.96 -1.72
C -2.31 -2.81 -1.65
H -2.44 -3.61 -0.93
C -0.99 -2.09 -1.32
N -0.95 -1.65 0.07
C -0.63 -2.46 1.08
O -0.38 -3.64 0.97
C -0.60 -1.74 2.45
C 0.53 -0.78 2.47
C 1.79 -0.99 2.95
C 2.65 0.11 2.75
C 2.04 1.15 2.12
S 0.39 0.81 1.76
S 2.72 2.69 1.60
O 4.04 2.79 2.15
O 1.77 3.73 1.86
N 2.73 2.42 -0.06
C 3.87 1.66 -0.52
H 4.10 0.90 0.23
C 5.09 2.56 -0.75
O 4.77 3.64 -1.60
C 3.72 4.42 -1.08
C 2.45 3.57 -0.89
H 1.67 4.15 -0.40
H 2.10 3.21 -1.86
H 3.55 5.23 -1.79
H 4.01 4.83 -0.10
H 5.90 2.02 -1.23
H 5.43 2.95 0.23
H 3.59 1.17 -1.46
H 3.68 0.16 3.06
H 2.10 -1.90 3.43
H -1.55 -1.22 2.59
H -0.47 -2.49 3.22
H -1.13 -0.68 0.25
C -0.70 -0.90 -2.22
H -0.73 -1.21 -3.26
H 0.29 -0.50 -2.00
H -1.43 -0.11 -2.07
H -0.19 -2.84 -1.43
H -2.18 -3.28 -2.63
H -3.45 -1.18 -2.47
H -4.38 -2.61 -2.07
H -3.27 -0.61 -0.06

***

> Which formula does entry 6 have?

C22H27N3O3

***

> Among the records above, which one has the highest electronic energy?

C4H8NO2

***

> Look up the electronic energy of the fifth one.

-116407.483 eV